{"formula": "C23H40F2N2OS", "method": "wB97M-V/def2-TZVPD", "species": ["C", "C", "O", "C", "C", "C", "C", "C", "C", "F", "C", "N", "S", "N", "C", "C", "F", "H", "H", "H", "H", "H", "H", "H", "H", "H", "H", "H", "H", "C", "C", "C", "C", "C", "C", "H", "H", "H", "H", "H", "H", "H", "H", "H", "H", "H", "H", "H", "H", "C", "C", "C", "C", "C", "C", "H", "H", "H", "H", "H", "H", "H", "H", "H", "H", "H", "H", "H", "H"], "xyz": [[5.447309, -2.082647, 0.842193], [4.770425, -1.162664, -0.170875], [3.406060, -0.990996, 0.193403], [2.634901, -0.449440, -0.857498], [1.224962, -0.274934, -0.372939], [0.451108, -1.438198, -0.047000], [-0.822235, -1.391662, 0.405696], [-1.622697, -2.632072, 0.699968], [-2.099933, -3.308202, -0.576198], [-2.621626, -2.364063, -1.463266], [-1.398762, -0.102431, 0.563599], [-2.635376, 0.177264, 0.995015], [-2.769934, 1.775753, 0.988224], [-1.329550, 2.205713, 0.455722], [-0.651352, 1.074910, 0.253842], [0.677756, 0.946051, -0.218637], [1.353496, 2.065676, -0.502184], [5.994726, -2.875389, 0.334431], [4.686380, -2.534683, 1.475673], [6.148268, -1.538555, 1.471535], [5.257038, -0.182018, -0.192243], [4.817853, -1.589927, -1.178226], [3.037182, 0.513857, -1.188854], [2.652313, -1.126049, -1.722990], [0.927778, -2.404884, -0.163650], [-2.478012, -2.384186, 1.326064], [-0.983625, -3.331300, 1.243817], [-2.898684, -4.021849, -0.375885], [-1.266071, -3.797198, -1.082654], [5.539547, 0.718352, -3.830670], [4.529215, 1.845549, -3.638193], [3.276037, 1.695476, -4.498630], [3.526700, 1.710245, -6.007622], [4.237786, 2.959046, -6.526284], [3.460168, 4.248656, -6.281026], [5.916131, 0.683122, -4.853860], [6.398444, 0.845219, -3.169915], [5.086192, -0.250886, -3.607955], [5.011022, 2.806829, -3.835029], [4.224134, 1.872909, -2.588461], [2.569499, 2.487258, -4.236175], [2.779727, 0.753975, -4.239435], [2.563617, 1.613273, -6.518394], [4.106241, 0.827417, -6.291606], [4.403458, 2.841267, -7.600229], [5.230588, 3.039815, -6.075026], [2.475013, 4.202784, -6.749779], [3.988153, 5.107862, -6.696407], [3.315436, 4.437161, -5.216304], [-5.773799, 0.077720, 2.727274], [-5.023169, 0.445397, 4.003755], [-4.498766, -0.766699, 4.770912], [-5.579247, -1.730191, 5.265532], [-6.639758, -1.097557, 6.165019], [-6.073268, -0.507943, 7.453145], [-6.666156, -0.513917, 2.937242], [-6.096316, 0.974372, 2.194350], [-5.132946, -0.497620, 2.056449], [-5.666699, 1.051483, 4.647546], [-4.171528, 1.080607, 3.744226], [-3.901437, -0.419891, 5.618692], [-3.809617, -1.319624, 4.124249], [-5.092674, -2.545116, 5.811042], [-6.073126, -2.196285, 4.408506], [-7.379455, -1.861550, 6.417972], [-7.181798, -0.322617, 5.616186], [-5.552369, -1.272303, 8.033674], [-6.867952, -0.097933, 8.077666], [-5.366727, 0.298460, 7.251478]], "forces_ev_per_a": [[-0.0029, 0.1210, -0.1546], [-0.0996, -0.0301, 0.1295], [0.0221, -0.1404, 0.0252], [0.0015, 0.2075, -0.0258], [0.2594, -0.4551, -0.0694], [0.2250, 0.0764, -0.0275], [-0.2331, -0.2292, 0.0990], [0.0150, 0.1111, -0.0632], [0.0169, 0.1491, -0.0840], [0.0123, -0.0544, 0.1429], [-0.0927, 0.2426, -0.0234], [0.0842, 0.0621, 0.0108], [-0.1731, -0.1744, 0.0492], [0.1553, 0.1114, -0.0511], [-0.2069, 0.0187, 0.0609], [-0.0890, 0.2497, -0.0073], [0.0465, 0.0673, -0.0139], [0.0168, -0.0354, 0.0587], [0.0085, -0.0391, 0.0077], [-0.0282, -0.0116, 0.0808], [0.0190, 0.0251, -0.1395], [0.0181, 0.0040, -0.0436], [0.0318, -0.0351, 0.0380], [-0.0082, -0.0438, -0.0010], [0.0957, 0.0187, -0.0400], [0.0105, 0.0477, 0.0447], [-0.1418, -0.1127, 0.0264], [0.0892, -0.1189, 0.0189], [-0.0550, -0.0387, -0.0650], [-0.0040, 0.0660, 0.0274], [0.0074, -0.0892, 0.0415], [-0.0189, 0.0195, 0.0129], [0.0096, -0.0251, 0.0026], [-0.0510, 0.0305, -0.0200], [0.0657, -0.0196, -0.0057], [-0.0019, -0.0092, -0.0062], [0.0016, -0.0174, 0.0020], [-0.0035, -0.0126, -0.0237], [-0.0179, 0.0136, -0.0127], [0.0185, 0.0487, -0.0002], [-0.0042, -0.0019, -0.0060], [0.0015, -0.0038, 0.0114], [0.0001, 0.0064, -0.0101], [-0.0010, -0.0026, 0.0089], [0.0196, 0.0024, 0.0005], [0.0082, -0.0172, 0.0020], [-0.0175, -0.0008, 0.0181], [-0.0149, 0.0075, -0.0048], [-0.0076, 0.0014, 0.0034], [0.0070, 0.0539, 0.0289], [0.0145, -0.0216, -0.0801], [0.0154, 0.0024, 0.0209], [0.0014, -0.0100, -0.0246], [0.0224, -0.0193, 0.0539], [-0.0528, 0.0117, -0.0421], [-0.0053, 0.0004, 0.0072], [-0.0083, -0.0130, -0.0187], [-0.0107, -0.0154, -0.0022], [0.0110, -0.0045, 0.0257], [-0.0046, 0.0170, 0.0196], [-0.0045, -0.0100, 0.0051], [0.0056, 0.0120, -0.0145], [-0.0082, -0.0037, 0.0107], [0.0064, 0.0052, -0.0061], [-0.0157, 0.0101, -0.0066], [-0.0012, -0.0048, -0.0190], [0.0244, 0.0050, 0.0002], [0.0083, -0.0053, 0.0147], [0.0075, 0.0001, 0.0025]], "gap_ev": 8.433, "homo_energy_ev": -8.91, "spin_multiplicity": 1, "e_lumo_ev": -0.47, "total_energy_ha": -1683.03542}